{
  "formula": "C22H30CdF6GeN4O12S2Se",
  "method": "ωB97M-V/def2-TZVPD",
  "total_charge": -2,
  "lumo_energy_ev": 3.82,
  "homo_lumo_gap_ev": 6.901,
  "energy_ev": -218234.41021,
  "symbols": ["Cd", "O", "C", "O", "C", "O", "O", "F", "C", "F", "F", "S", "O", "O", "N", "S", "O", "O", "C", "F", "F", "F", "O", "C", "C", "C", "C", "C", "C", "C", "O", "N", "O", "O", "H", "H", "H", "H", "C", "Ge", "C", "C", "C", "Se", "C", "H", "H", "H", "H", "H", "H", "H", "H", "H", "H", "H", "H", "H", "H", "C", "C", "N", "C", "C", "N", "C", "C", "H", "H", "H", "H", "H", "H", "H", "H", "H", "H", "H", "H"],
  "xyz": [[-1.450, 0.893, 1.531], [-0.988, 4.274, 3.888], [-1.059, 3.400, 3.035], [-1.807, 2.353, 3.103], [-0.175, 3.538, 1.736], [0.284, 4.630, 1.424], [0.021, 2.451, 1.066], [-5.426, 4.014, -0.937], [-5.362, 2.737, -1.317], [-6.051, 2.002, -0.443], [-5.958, 2.627, -2.510], [-3.591, 2.217, -1.417], [-3.092, 2.339, -0.077], [-3.069, 3.070, -2.439], [-3.741, 0.740, -1.949], [-3.318, -0.570, -1.222], [-2.219, -0.445, -0.297], [-3.256, -1.646, -2.164], [-4.732, -1.035, -0.131], [-4.853, -0.188, 0.884], [-4.540, -2.263, 0.357], [-5.879, -1.036, -0.822], [-2.647, -0.881, 2.574], [-2.262, -1.865, 3.184], [-0.910, -2.263, 3.495], [-0.761, -3.460, 4.186], [0.482, -3.910, 4.579], [1.633, -3.125, 4.322], [1.519, -1.954, 3.649], [0.248, -1.463, 3.149], [0.209, -0.421, 2.471], [0.606, -5.155, 5.271], [-0.404, -5.814, 5.498], [1.724, -5.521, 5.622], [-3.031, -2.563, 3.572], [-1.635, -4.052, 4.428], [2.592, -3.476, 4.675], [2.383, -1.335, 3.444], [2.563, 5.725, -2.776], [2.371, 3.940, -1.953], [3.345, 2.674, -3.109], [3.166, 3.919, -0.168], [0.469, 3.493, -1.784], [0.105, 1.587, -1.711], [0.035, 1.261, -3.632], [3.615, 6.010, -2.854], [2.046, 6.477, -2.179], [2.131, 5.726, -3.779], [4.407, 2.690, -2.852], [3.246, 2.940, -4.163], [2.970, 1.661, -2.962], [4.248, 3.782, -0.222], [2.715, 3.119, 0.419], [2.946, 4.850, 0.353], [-0.163, 3.942, -2.551], [0.151, 3.851, -0.804], [0.914, 1.683, -4.119], [-0.872, 1.690, -4.056], [0.034, 0.182, -3.790], [0.865, -3.680, 0.376], [1.962, -4.372, -0.478], [2.374, -3.497, -1.579], [2.937, -2.266, -1.007], [1.911, -1.587, -0.061], [0.645, -2.319, -0.102], [0.164, -2.370, -1.480], [1.182, -3.144, -2.361], [1.149, -3.639, 1.430], [-0.085, -4.219, 0.316], [1.604, -5.314, -0.903], [2.848, -4.599, 0.122], [3.205, -1.604, -1.835], [3.862, -2.524, -0.483], [1.726, -0.553, -0.359], [2.256, -1.567, 0.974], [0.038, -1.344, -1.831], [-0.825, -2.831, -1.495], [1.501, -2.546, -3.219], [0.752, -4.071, -2.751]],
  "mulliken_charge": [3.752, -0.690, 0.243, -0.893, 0.459, -0.650, -0.912, -0.210, 0.357, -0.203, -0.226, 1.122, -0.720, -0.650, -0.529, 0.934, -0.428, -0.774, 0.504, -0.212, -0.235, -0.251, -0.487, -0.707, 0.762, -0.391, -0.572, -0.404, -0.434, 0.309, -0.930, 1.012, -0.675, -0.678, 0.225, 0.463, 0.462, 0.415, -1.310, 0.708, -1.124, -1.043, -0.751, 0.375, -1.153, 0.360, 0.371, 0.362, 0.420, 0.296, 0.115, 0.449, 0.135, 0.342, 0.537, 0.007, 0.314, 0.300, 0.293, -0.095, -0.858, -0.226, -0.769, 0.366, 0.217, 0.340, -0.817, -0.295, 0.524, 0.284, 0.420, 0.239, 0.347, -0.289, 0.133, -0.957, 0.663, 0.347, 0.266]
}